No. 1
{"formula": "C2H5N2", "method": "ωB97M-V/def2-TZVPD", "elements": ["N", "N", "C", "C", "H", "H", "H", "H", "H"], "xyz": [[0.612, -0.687, 0.668], [-0.694, -0.170, -1.352], [-0.027, -0.082, -0.255], [0.584, 0.763, 0.798], [-0.940, 0.658, -1.882], [-0.960, -1.075, -1.729], [1.527, 1.272, 0.635], [-0.076, 1.230, 1.522], [0.626, -2.037, 1.533]], "energy_ha": -188.17973, "homo_ev": [-11.819, -17.468], "multiplicity": 3, "s2": 2.02, "de_lowest_kcal_mol": 51.5, "gap_ev": [7.44, 8.00], "charge": 1}

***

No. 2
{"formula": "C5H14N2O2", "method": "ωB97M-V/def2-TZVPD", "elements": ["O", "O", "N", "N", "C", "C", "C", "C", "C", "H", "H", "H", "H", "H", "H", "H", "H", "H", "H", "H", "H", "H", "H"], "xyz": [[-0.042, -2.871, -1.031], [0.142, 1.755, -0.253], [-0.864, -0.815, -1.524], [0.763, 2.926, -0.844], [1.120, 0.950, 0.385], [-0.528, -1.288, 1.254], [-0.191, -1.708, -0.765], [-1.935, -0.749, 1.415], [1.952, 0.149, -0.524], [-0.900, 0.155, -1.245], [-2.347, -1.027, 2.387], [-2.600, -1.160, 0.656], [0.405, 0.100, 0.921], [1.307, -0.815, -0.736], [-0.509, -2.373, 1.340], [-1.964, 0.336, 1.311], [1.648, 1.502, 1.165], [2.886, -0.178, -0.074], [0.124, -1.047, 2.096], [0.405, 3.706, -0.294], [0.340, 2.994, -1.767], [-1.317, -1.136, -2.367], [2.104, 0.593, -1.505]], "energy_ha": -458.71540, "homo_ev": -8.632, "de_lowest_kcal_mol": 139.4, "gap_ev": 9.35}

***

No. 3
{"formula": "C8H15N2O3P", "method": "ωB97M-V/def2-TZVPD", "elements": ["P", "O", "O", "O", "N", "N", "C", "C", "C", "C", "C", "C", "C", "C", "H", "H", "H", "H", "H", "H", "H", "H", "H", "H", "H", "H", "H", "H", "H"], "xyz": [[1.688, 0.080, 0.525], [2.806, 1.177, 0.436], [2.895, -1.211, -1.861], [1.460, -0.409, 1.860], [0.294, 2.248, 0.310], [-1.630, 0.556, 1.634], [-2.132, -0.389, -0.679], [2.542, -1.418, -0.735], [-0.175, -2.088, -0.726], [-1.119, 0.138, 0.363], [-1.111, -1.320, -0.001], [-0.608, 3.284, -0.183], [0.412, -3.186, -0.296], [0.153, 0.927, -0.156], [-2.517, 0.026, 1.926], [-1.024, 0.310, 2.442], [-0.360, 4.228, 0.410], [-0.376, 3.541, -1.300], [-2.276, -0.146, -1.696], [0.344, -3.715, 0.709], [-3.139, -0.451, -0.270], [3.155, 1.369, -0.438], [-1.731, 3.148, -0.059], [0.148, 1.015, -1.287], [-0.099, -1.799, -1.853], [2.629, -2.402, -0.264], [1.135, -3.740, -0.830], [0.264, 2.232, 1.328], [-1.629, -2.006, 0.690]], "energy_ha": -990.32960, "homo_ev": -8.665, "de_lowest_kcal_mol": 73.9, "gap_ev": 9.30}

***

No. 4
{"formula": "C41H27Br4ClN2O4PSn", "method": "ωB97M-V/def2-TZVPD", "elements": ["Sn", "Br", "Br", "Br", "Br", "Cl", "P", "O", "O", "O", "O", "N", "N", "C", "C", "C", "C", "C", "C", "C", "C", "C", "C", "C", "C", "C", "C", "C", "C", "C", "C", "C", "C", "C", "C", "C", "C", "C", "C", "C", "C", "C", "C", "C", "C", "C", "C", "C", "C", "C", "C", "C", "C", "C", "H", "H", "H", "H", "H", "H", "H", "H", "H", "H", "H", "H", "H", "H", "H", "H", "H", "H", "H", "H", "H", "H", "H", "H", "H", "H", "H"], "xyz": [[0.836, -1.562, 1.334], [6.134, -1.065, 1.928], [4.588, 4.392, 2.586], [6.956, 2.128, 2.426], [1.403, 3.495, 2.332], [-1.104, 1.916, 0.161], [0.826, -0.281, -1.350], [-0.519, -1.201, 3.259], [3.149, -1.260, 1.479], [-1.079, -3.145, -0.248], [1.234, 0.505, 1.819], [-2.122, -1.173, 1.212], [-2.675, -0.243, 1.858], [1.155, 1.822, -3.142], [-0.473, 0.687, 4.673], [2.803, 2.255, 2.168], [0.563, 1.431, -1.937], [-4.626, -3.987, -0.577], [4.861, 0.303, 1.984], [0.633, -1.823, -3.743], [-2.422, -3.133, -0.144], [-0.986, -0.085, 3.572], [-1.494, -2.538, -4.616], [-0.112, -2.484, -4.712], [5.362, -0.985, -1.604], [-2.534, 3.773, 4.502], [-0.009, -1.223, -2.664], [-2.142, -1.921, -3.551], [3.113, -1.825, -1.670], [2.449, 0.913, 1.919], [-3.568, 4.329, 3.776], [5.169, 1.613, 2.210], [2.611, -0.525, -1.576], [-0.473, -4.136, -1.075], [0.998, 3.102, -3.635], [4.874, 0.307, -1.478], [-1.401, -1.269, -2.580], [3.501, -0.088, 1.774], [4.479, -2.052, -1.695], [4.129, 2.606, 2.290], [-2.062, 2.495, 4.195], [-0.386, 3.654, -1.748], [3.506, 0.539, -1.462], [-4.381, -2.061, 0.816], [-2.993, -2.107, 0.638], [-5.196, -2.992, 0.211], [-2.105, 0.476, 2.809], [-3.695, 2.351, 2.409], [0.235, 4.024, -2.926], [-0.981, 1.902, 4.950], [-2.647, 1.779, 3.136], [-0.231, 2.360, -1.269], [-4.150, 3.614, 2.730], [-3.255, -4.064, -0.757], [-6.267, -2.947, 0.346], [0.392, -2.951, -5.548], [-2.069, -3.052, -5.375], [-0.571, 2.479, 5.770], [-3.931, 5.318, 4.021], [-4.963, 4.051, 2.166], [2.435, -2.670, -1.730], [1.468, 3.383, -4.568], [-1.003, 4.352, -1.200], [5.560, 1.140, -1.393], [-4.798, -1.273, 1.428], [-1.904, -0.788, -1.748], [-0.765, -3.998, -2.118], [-0.727, -5.140, -0.732], [3.139, 1.553, -1.365], [-2.081, 4.321, 5.319], [4.855, -3.063, -1.776], [-2.841, -4.847, -1.373], [6.429, -1.162, -1.619], [-3.221, -1.950, -3.477], [-5.259, -4.721, -1.058], [1.710, -1.776, -3.837], [1.754, 1.106, -3.692], [0.338, 0.256, 5.243], [0.599, -3.990, -0.973], [0.111, 5.032, -3.300], [-4.141, 1.796, 1.594]], "energy_ha": -13300.74709, "homo_ev": [-10.378, -10.425], "de_lowest_kcal_mol": 0.0, "gap_ev": [5.80, 5.65], "charge": 1}